Entry 1:
Below is one molecule with the formula C26H33N3O4S, with properties calculated with wB97M-V/def2-TZVPD.

XYZ file:
```
67
Properties=species:S:1:pos:R:3:forces:R:3
C 0.991229 5.743041 6.823526 0.1 -0.1 -0.2
C 1.442293 5.230202 5.461975 -0.2 0.0 0.4
C 0.925355 3.824863 5.213541 0.2 0.3 -0.2
O 0.235202 3.228871 6.010997 -0.1 -0.1 0.2
N 1.296908 3.276927 4.013977 -0.1 -0.1 0.0
C 2.109398 3.958252 3.007781 0.3 0.5 -0.1
C 2.250085 2.975182 1.832778 0.0 0.0 -0.1
C 1.500922 1.766574 2.302958 -0.1 -0.1 0.2
C 1.302005 0.565590 1.661676 0.1 0.1 0.1
C 0.556454 -0.400717 2.320113 0.0 -0.7 -0.4
S 0.228169 -1.944629 1.491907 -0.2 -0.4 0.4
O 1.217083 -2.159829 0.479520 0.0 0.4 0.0
O -0.005805 -2.983365 2.451482 -0.2 0.3 0.2
N -1.253293 -1.724176 0.728503 0.4 -0.3 0.4
C -1.385233 -0.524186 -0.074349 0.1 0.4 -0.3
C -0.337766 -0.596405 -1.195018 -0.4 0.1 0.0
O 0.390776 0.341597 -1.452644 0.2 0.4 -0.1
N -0.389389 -1.738994 -1.892903 0.0 -0.3 -0.3
C 0.570068 -2.073264 -2.927223 0.2 0.0 0.1
C 1.483118 -3.211199 -2.476216 0.2 0.3 -0.1
C 2.399757 -3.597839 -3.628041 -0.2 -0.2 0.0
C 1.567661 -4.210021 -4.749681 0.2 0.0 0.1
C 0.349961 -3.390515 -5.081237 0.0 0.0 -0.1
C -0.327808 -3.643038 -6.269591 -0.1 0.0 0.0
C -1.465913 -2.938907 -6.611247 0.0 -0.1 -0.1
C -1.943974 -1.957444 -5.759345 -0.1 0.1 0.0
C -1.277685 -1.696313 -4.577964 0.0 0.0 -0.1
C -0.136275 -2.406872 -4.222922 0.0 0.0 -0.1
C -2.798127 -0.388550 -0.676837 0.0 0.1 0.2
C -2.874052 0.886008 -1.515768 0.1 -0.3 0.0
C -3.869976 -0.354168 0.412577 0.2 -0.1 -0.2
C 0.024112 -0.186611 3.576383 0.0 0.0 0.0
C 0.223583 1.021864 4.227794 -0.1 0.0 0.1
C 0.964914 1.997241 3.575071 -0.1 -0.5 -0.3
H -0.093856 5.753864 6.879281 -0.1 0.0 0.1
H 1.365469 6.749465 6.992793 0.0 0.1 0.0
H 1.359807 5.090594 7.610349 0.0 0.0 0.1
H 1.073290 5.889515 4.672371 0.1 0.0 -0.1
H 2.533642 5.221602 5.407561 0.0 0.0 -0.1
H 1.617409 4.884578 2.697645 0.1 -0.1 0.0
H 3.085163 4.215450 3.430473 -0.1 0.0 -0.1
H 3.293064 2.734256 1.626159 0.0 0.1 0.0
H 1.813060 3.368053 0.914106 0.0 0.0 0.0
H 1.693649 0.364603 0.677892 0.1 0.0 -0.1
H -1.981102 -1.826052 1.420780 -0.1 -0.1 0.2
H -1.170204 0.381599 0.516679 0.0 -0.1 -0.2
H -0.905507 -2.505002 -1.486793 0.0 0.0 0.1
H 1.166263 -1.162501 -3.073980 -0.1 -0.2 0.0
H 2.042063 -2.892754 -1.596858 0.0 -0.1 -0.1
H 0.871910 -4.070576 -2.189017 -0.1 -0.1 0.1
H 2.918645 -2.709392 -3.993529 0.1 0.0 0.0
H 3.152023 -4.313430 -3.292688 0.1 0.1 0.0
H 1.233224 -5.207708 -4.444993 0.1 0.0 0.0
H 2.175153 -4.336820 -5.649187 0.0 -0.1 0.0
H 0.049705 -4.407798 -6.934099 0.0 -0.1 -0.1
H -1.976170 -3.151226 -7.539187 0.0 0.0 -0.1
H -2.829789 -1.395893 -6.017181 -0.1 0.1 0.0
H -1.640544 -0.926560 -3.912946 -0.1 0.1 0.1
H -2.979336 -1.254560 -1.321825 0.0 0.0 0.0
H -3.833101 0.944785 -2.025015 -0.1 0.0 0.0
H -2.766258 1.761538 -0.879317 0.0 0.1 0.1
H -2.082949 0.913630 -2.259800 0.1 0.1 -0.1
H -4.836556 -0.130398 -0.032869 -0.1 0.0 0.0
H -3.953463 -1.310624 0.923105 -0.1 -0.1 0.1
H -3.644785 0.418319 1.145575 0.0 0.1 0.1
H -0.532848 -0.983050 4.044187 -0.1 -0.1 0.1
H -0.180828 1.203320 5.208753 0.0 0.0 0.0
```
Forces are in eV/Å.

Output
HOMO energy = -8.64 eV
SMILES string = CCC(=O)N1CCc2cc(S(=O)(=O)N[C@@H](C(=O)N[C@H]3CCCc4ccccc43)C(C)C)ccc21
Relative energy (zero: lowest compared OMol25 entry of this formula, charge and spin) = 0.282 eV
Orbital gap = 9.1509 eV

Entry 2:
Below is C26H33O5V as an isolated structure, with properties calculated with wB97M-V/def2-TZVPD.

XYZ file:
```
65
Properties=species:S:1:pos:R:3:forces:R:3
O -1.288058 -4.830258 0.242847 0.9 -1.9 0.5
C -0.138757 -5.687054 0.631336 0.7 0.3 0.2
C -0.866605 -7.003335 0.470997 -0.3 0.8 0.0
H 0.177027 -5.529309 1.675678 -0.1 0.3 -0.5
H 0.698610 -5.563969 -0.071650 -0.2 0.1 0.3
C -2.030348 -6.074448 0.087601 -1.3 -1.3 -0.4
H -1.033352 -7.536296 1.409978 0.2 -0.2 -0.4
H -0.506800 -7.607671 -0.365525 -0.1 -0.2 0.4
C -3.219001 -6.203288 1.025612 -0.2 0.3 -0.1
H -2.934427 -6.029055 2.068669 0.0 -0.1 -0.2
H -3.633774 -7.218066 0.922078 0.1 0.3 0.1
H -4.001759 -5.481407 0.756954 0.1 -0.1 0.1
C -2.454860 -6.364747 -1.337743 -0.2 0.3 -0.3
H -1.602173 -6.308735 -2.024872 -0.1 0.0 0.1
H -3.225082 -5.663334 -1.675704 0.0 -0.1 0.0
H -2.862108 -7.387040 -1.375629 0.1 0.3 -0.1
V -0.294578 2.226184 -1.358839 -0.1 4.1 4.2
C 0.203170 2.580036 -3.510650 0.2 -0.5 0.1
C 1.430382 2.667695 -2.783973 -0.2 -0.7 -0.3
C 1.627653 1.437445 -2.078754 -0.7 -0.4 -1.2
H 2.111323 3.514444 -2.789958 -0.3 -0.1 0.3
C 0.519486 0.566638 -2.396010 0.6 0.2 -0.6
C -0.368033 1.286373 -3.270490 0.8 -0.3 -0.2
H -1.292051 0.904736 -3.686602 0.2 0.1 0.0
H -0.200827 3.335686 -4.182385 0.0 -0.1 0.4
H 2.469673 1.177704 -1.441642 -0.3 0.2 0.0
H 0.411068 -0.467636 -2.078082 -0.1 0.4 0.0
C -2.089452 3.614019 -0.498614 -0.1 -0.9 -0.5
C -2.513578 2.746733 -1.557602 0.5 0.2 0.5
C -2.344172 1.385508 -1.108073 0.5 0.0 0.6
H -2.921432 3.060315 -2.518697 0.1 -0.1 0.4
C -1.800620 1.425724 0.225848 -0.2 0.5 -1.0
C -1.629198 2.800522 0.588434 -0.3 -0.5 -0.8
H -1.283364 3.144430 1.559592 0.2 0.0 -0.4
H -2.137441 4.702172 -0.504606 0.3 -0.4 -0.1
H -2.608311 0.480896 -1.652402 0.0 0.3 0.2
H -1.569557 0.571927 0.855338 0.0 0.1 -0.1
O -0.410607 -1.834740 1.556690 1.5 0.1 -1.3
C -0.740798 -2.022567 0.139746 -0.5 0.4 0.4
C 0.465119 -2.697921 -0.548815 0.3 0.2 -0.1
H -0.916165 -1.004030 -0.283055 0.1 -0.5 0.0
H -1.678637 -2.599246 0.039631 0.6 0.3 0.3
C 1.378940 -3.036855 0.639506 -1.0 0.1 0.2
H 0.986065 -1.938484 -1.152838 0.0 -0.4 -0.1
H 0.196603 -3.559033 -1.179344 0.0 0.4 0.3
C 1.067362 -1.823101 1.533994 -0.3 -0.5 0.1
H 2.417599 -3.260320 0.395728 0.0 0.4 0.0
H 0.938928 -3.930404 1.100578 0.6 0.7 0.2
H 1.445124 -0.898536 1.043901 -0.3 -0.2 0.3
H 1.486123 -1.878029 2.554371 -0.6 0.0 -0.4
O 2.881217 3.839924 2.816022 -0.6 -0.6 -0.7
C 2.809160 5.109013 2.417040 -0.3 0.4 -0.4
C 3.426740 6.154218 3.142247 -0.2 -0.2 -0.3
C 3.304541 7.468339 2.697534 -0.2 -0.3 -0.2
C 2.587504 7.761613 1.528696 -0.3 -0.1 -0.5
C 1.990246 6.726515 0.802174 0.1 0.7 0.1
C 2.074931 5.407851 1.230491 0.2 -0.3 0.5
C 1.365761 4.330249 0.467067 0.4 0.2 0.6
O 0.719038 4.673565 -0.562803 -0.6 -1.8 -0.6
O 1.423126 3.118818 0.905758 -0.8 0.3 -1.5
H 2.309127 3.327362 2.107718 1.0 0.4 1.4
H 3.987830 5.918338 4.044849 -0.2 0.0 -0.2
H 3.770164 8.282650 3.257326 -0.1 -0.3 -0.1
H 2.486074 8.791438 1.171036 0.1 -0.4 0.2
H 1.430209 6.899833 -0.117709 0.2 0.2 0.3
```
Forces are in eV/Å.

Output
HOMO energy (spin up / spin down) = -10.17 / -10.17 eV
2S+1 = 2
Total charge = +1
Relative energy (zero: lowest compared OMol25 entry of this formula, charge and spin) = 0.138 eV
Orbital gap (spin up / spin down) = 4.3750 / 4.9881 eV

Entry 3:
Below is C26H33O5Zn as an isolated structure, with properties calculated with wB97M-V/def2-TZVPD.

XYZ file:
```
65
Properties=species:S:1:pos:R:3:forces:R:3
O 0.563488 0.241196 -6.976346 -0.1 0.9 -1.8
C 0.305075 1.557246 -7.539072 0.3 0.9 0.1
C 0.218572 1.101709 -8.978836 0.0 -0.2 0.4
H 1.142142 2.236232 -7.377913 -0.2 0.1 0.3
H -0.638129 1.999138 -7.218190 0.1 0.0 0.5
C 0.387178 -0.287595 -8.318269 0.1 -0.8 -0.8
H 1.057628 1.460035 -9.579625 -0.2 -0.3 -0.1
H -0.749645 1.339875 -9.440797 0.4 -0.4 -0.1
C 1.634280 -1.059601 -8.693540 0.0 -0.4 0.1
H 2.531678 -0.451564 -8.514522 -0.3 -0.1 -0.3
H 1.575756 -1.425677 -9.733948 0.2 0.2 0.4
H 1.706519 -1.921734 -8.014362 0.0 0.1 -0.2
C -0.870336 -1.134333 -8.383975 -0.1 -0.3 0.1
H -1.747454 -0.564794 -8.031495 0.3 -0.2 -0.3
H -0.747134 -1.996949 -7.711082 -0.1 0.2 -0.2
H -1.034641 -1.500637 -9.416230 0.0 0.2 0.5
Zn 0.072147 -0.003001 0.545919 0.4 0.5 0.6
C -2.471209 -0.686639 0.991498 -0.3 1.1 -0.5
C -1.933616 0.628989 1.150119 -0.8 -0.4 -0.8
C -1.606986 1.131513 -0.180231 -0.7 -0.3 0.1
H -1.981386 1.231547 2.052069 0.5 -0.3 -0.2
C -2.052658 0.143851 -1.124757 -0.4 -0.3 0.9
C -2.559306 -0.962091 -0.394444 -0.3 0.7 -0.2
H -3.028249 -1.840908 -0.832596 0.4 0.1 0.1
H -2.831307 -1.317346 1.799296 0.2 0.1 -0.2
H -1.326626 2.160414 -0.416293 0.0 -0.4 0.1
H -2.132982 0.301376 -2.194690 0.3 -0.2 0.2
C 1.040436 -1.790366 1.248573 0.2 -0.7 -0.6
C 0.266453 -2.612499 0.368030 0.8 0.1 -0.2
C 0.726490 -2.411615 -0.958726 0.6 0.2 0.6
H -0.503010 -3.318829 0.677796 0.1 0.3 -0.1
C 1.764489 -1.439476 -0.935283 -0.3 -0.7 0.5
C 1.980121 -1.039509 0.422095 -0.2 -1.0 -0.4
H 2.837964 -0.481590 0.783168 -0.4 0.1 0.0
H 1.052859 -1.862560 2.338062 -0.1 0.3 -0.5
H 0.410361 -2.976139 -1.831018 -0.2 0.3 0.1
H 2.342208 -1.106941 -1.790053 -0.2 0.1 0.2
O 1.279842 0.881224 -3.003858 -1.3 0.6 -0.8
C 0.310636 0.031818 -3.702019 0.0 -0.8 0.4
C -0.526410 0.918478 -4.649328 -0.1 0.5 0.8
H -0.321239 -0.474311 -2.942161 0.5 0.2 -0.5
H 0.876910 -0.740439 -4.260231 -0.2 0.4 0.2
C 0.434947 2.131572 -4.766838 0.2 -0.8 -0.3
H -1.470208 1.215532 -4.133013 0.6 0.0 -0.3
H -0.792524 0.439955 -5.595634 0.1 0.1 0.7
C 0.886218 2.228094 -3.334632 0.0 -0.1 0.4
H -0.006131 3.019213 -5.198663 -0.2 0.4 0.1
H 1.321771 1.851431 -5.374237 -0.6 0.1 0.4
H 0.028482 2.593249 -2.735308 0.4 -0.3 0.2
H 1.739645 2.874006 -3.154334 0.1 0.1 0.0
O 2.647661 3.557052 2.203765 -0.2 -0.2 -0.3
C 2.457164 3.170290 3.469427 -0.2 -0.3 0.6
C 3.136294 3.868802 4.474553 0.0 0.0 0.1
C 2.982499 3.502167 5.801891 -0.3 -0.4 0.4
C 2.155710 2.414070 6.170488 0.1 0.1 -0.2
C 1.486947 1.700552 5.168443 0.4 0.6 0.5
C 1.613081 2.089789 3.833098 0.5 0.3 0.0
C 0.915443 1.307320 2.791642 -1.0 -1.2 -0.6
O 0.163996 0.354582 3.113854 1.0 1.2 -0.2
O 1.133125 1.634831 1.549180 -0.2 -0.1 0.7
H 2.106945 2.914155 1.646656 0.1 0.1 0.2
H 3.774682 4.698363 4.170422 -0.1 -0.2 0.2
H 3.512627 4.064773 6.577612 -0.2 -0.2 -0.3
H 2.034925 2.121313 7.225224 0.2 0.2 -0.6
H 0.860794 0.835589 5.409972 0.2 0.4 -0.2
```
Forces are in eV/Å.

Output
HOMO energy = -4.02 eV
Total charge = -1
Relative energy (zero: lowest compared OMol25 entry of this formula, charge and spin) = 0.000 eV
Orbital gap = 6.1648 eV

Entry 4:
Below is C26H34As2IN2O3Y as an isolated structure, with properties calculated with wB97M-V/def2-TZVPD.

XYZ file:
```
69
Properties=species:S:1:pos:R:3:forces:R:3
Y 0.665849 -0.370250 0.264205 -1.6 0.9 -1.2
C 3.096976 -3.827215 1.927619 0.0 0.0 0.0
C 2.138007 -3.159748 2.867180 -0.1 0.3 -0.3
N 1.848679 -3.747668 4.001575 0.1 -0.3 0.1
C 1.045549 -3.154415 4.890432 0.0 0.1 0.0
C 0.478926 -1.919955 4.686516 -0.1 0.2 -0.1
C -0.433592 -1.324959 5.741419 0.1 -0.1 0.0
O -0.019975 -0.043708 6.191448 0.0 0.0 -0.1
C 0.713627 -1.269239 3.443076 0.3 -0.5 -0.3
C 0.137811 0.045404 3.238001 0.0 0.3 0.0
N 0.008941 0.639796 2.094096 -0.1 0.4 1.5
C -0.367795 2.013845 2.076578 -0.1 0.4 0.1
C -1.577586 2.466554 2.591543 0.0 -0.1 0.0
C -1.884618 3.818182 2.563217 0.0 0.0 0.0
C -0.988229 4.730407 2.026936 0.0 0.0 0.0
C 0.224997 4.297704 1.507419 0.0 0.0 0.0
C 0.511745 2.946880 1.530875 0.5 -0.3 -0.2
I 2.390374 2.243973 0.773743 -0.3 0.5 0.2
C 1.572099 -1.904094 2.504331 -0.1 -0.5 1.2
O 1.897029 -1.394584 1.323796 2.0 -1.5 1.5
H 3.267030 -4.852393 2.244339 0.0 0.0 0.0
H 4.052058 -3.297068 1.936952 0.0 0.0 0.0
H 2.739938 -3.807647 0.895946 0.0 0.0 0.0
H 0.874775 -3.708676 5.806355 -0.1 0.1 0.0
H -0.517335 -2.026008 6.572630 0.0 0.0 0.0
H -1.434087 -1.195147 5.322292 0.0 0.0 0.1
H 0.635852 -0.130248 6.891247 0.0 -0.1 0.0
H -0.144379 0.587552 4.139071 0.0 0.0 0.0
H -2.276861 1.749509 3.004296 0.0 0.0 0.0
H -2.826584 4.158584 2.970627 0.0 0.0 0.0
H -1.218958 5.786697 2.008254 0.0 0.0 0.0
H 0.939982 5.006468 1.112356 0.0 0.0 0.0
C -2.514383 -3.775852 -1.518193 0.2 0.0 0.1
As -0.841164 -3.335924 -0.671504 -0.3 -0.9 -0.4
C -0.593719 -4.527014 0.820858 0.0 0.2 -0.1
C 0.587257 -3.568090 -1.966319 -0.3 0.0 0.2
O -0.888049 -1.719149 -0.191230 -0.1 -0.3 0.0
H -2.374363 -4.637633 -2.169601 0.0 0.0 0.0
H -2.858083 -2.923688 -2.100495 0.1 0.0 0.0
H -3.254318 -4.018561 -0.757913 0.0 0.0 0.0
H -0.760390 -5.545272 0.469588 0.0 0.0 0.0
H -1.329358 -4.281616 1.585154 0.0 0.0 0.0
H 0.409886 -4.445195 1.231680 0.0 0.1 0.0
H 0.172084 -3.431091 -2.962725 0.0 0.1 0.0
H 0.993442 -4.574799 -1.884184 0.0 0.0 0.0
H 1.377092 -2.840264 -1.787900 0.0 0.0 0.0
C -0.152557 -0.287190 -3.756270 0.0 0.0 0.2
As 0.566479 0.666042 -2.211752 0.2 1.0 -2.5
C 2.126933 1.468048 -3.062499 -0.1 0.0 0.0
C -0.693618 2.194934 -2.024871 0.1 0.0 -0.1
C -0.811974 2.984158 -3.294682 0.0 0.0 0.0
C 0.056265 4.047503 -3.533059 0.0 0.0 0.0
C -0.017553 4.764186 -4.717011 0.0 0.0 0.0
C -0.958974 4.423548 -5.677803 0.0 0.0 0.0
C -1.839108 3.377432 -5.442415 0.0 0.0 0.0
C -1.766955 2.662373 -4.256250 0.0 0.0 0.1
H -0.344484 0.434879 -4.547168 0.0 0.0 0.0
H -1.080205 -0.799728 -3.505346 0.0 0.0 0.0
H 0.582700 -1.009595 -4.107066 0.0 0.0 0.0
H 1.849563 1.802284 -4.060392 0.0 0.0 0.0
H 2.916819 0.721830 -3.139115 0.0 0.0 0.0
H 2.494358 2.314472 -2.488144 0.0 0.0 0.0
H -0.306245 2.820725 -1.218740 0.0 0.0 0.0
H -1.650683 1.779998 -1.703369 0.0 0.0 0.0
H 0.780347 4.326777 -2.774766 0.0 0.0 0.0
H 0.654629 5.595468 -4.884103 0.0 0.0 0.0
H -1.015527 4.982848 -6.601865 0.0 0.0 0.0
H -2.586714 3.125145 -6.182703 0.0 0.0 0.0
H -2.479673 1.869477 -4.056198 0.0 0.0 -0.1
```
Forces are in eV/Å.

Output
HOMO energy = -13.52 eV
Total charge = +2
Relative energy (zero: lowest compared OMol25 entry of this formula, charge and spin) = 0.290 eV
Orbital gap = 7.3292 eV